Below is a molecular structure, C14H23MnN3O5S2 in a non-equilibrium geometry, with properties calculated with ωB97M-V/def2-TZVPD.

Summary:
Energy relative to the best compared isomer or geometry (same formula, charge and spin) ... 81.9 kJ/mol
2S+1 ... 5
Charge ... +1
HOMO-LUMO gap (spin up / spin down) ... 6.0317 / 7.6116 eV
⟨S²⟩ ... 6.19

Atoms and positions in Å:
Mn (0.56747, 0.24498, 0.35942)
O (2.15846, -0.09526, -0.61562)
N (2.71932, 0.53107, -1.62311)
C (3.91364, 0.10623, -2.07964)
C (4.53998, 0.74489, -3.11378)
C (3.91392, 1.83662, -3.72590)
C (2.69324, 2.25417, -3.26052)
C (2.09071, 1.60972, -2.17233)
S (0.62611, 2.13608, -1.48735)
H (4.33437, -0.74464, -1.56609)
H (5.50891, 0.40935, -3.43765)
H (4.38622, 2.34734, -4.54821)
H (2.15963, 3.09298, -3.67793)
C (-0.30090, -3.04541, 0.09104)
O (0.45539, -2.04061, 0.74842)
C (0.97691, -2.45049, 2.00899)
C (2.27001, -1.68889, 2.27704)
O (1.97210, -0.30831, 2.28382)
C (3.09931, 0.49240, 2.59636)
H (0.30024, -3.95251, -0.02950)
H (-0.55713, -2.64580, -0.89072)
H (-1.20942, -3.28675, 0.65553)
H (1.19413, -3.52539, 1.99564)
H (0.24513, -2.22905, 2.80055)
H (3.00643, -1.91925, 1.49325)
H (2.68167, -2.00006, 3.24755)
H (3.48632, 0.23268, 3.58792)
H (2.75503, 1.52448, 2.59568)
H (3.89447, 0.36402, 1.85403)
C (-1.80725, 2.59500, 2.95687)
O (-1.71652, 1.41327, 2.13506)
C (-0.57220, 1.19959, 1.54559)
O (0.41603, 1.92552, 1.67087)
H (-2.83511, 2.64467, 3.29845)
H (-1.54251, 3.47407, 2.36904)
H (-1.12352, 2.51565, 3.80198)
S (-1.59342, -0.18664, -1.55499)
C (-3.24806, -0.23512, -1.28176)
N (-4.13026, 0.39692, -2.06067)
C (-5.50568, 0.10617, -1.70648)
C (-5.34663, -0.83000, -0.48863)
N (-3.90399, -0.94136, -0.35367)
H (-3.85874, 1.00271, -2.81520)
H (-6.02814, -0.38327, -2.53442)
H (-6.04826, 1.02139, -1.45381)
H (-5.79388, -1.81228, -0.66894)
H (-5.78912, -0.40816, 0.41889)
H (-3.45441, -1.49270, 0.35498)



Below is a gas-phase ion, C14H23N2O3 (charge +1) in a non-equilibrium geometry, with properties calculated with ωB97M-V/def2-TZVPD.

Summary:
Energy relative to the best compared isomer or geometry (same formula, charge and spin) ... 0.0 kJ/mol
SMILES ... COc1ccc(OC[C@H](O)C[NH+]2CCNCC2)cc1
Charge ... +1
HOMO-LUMO gap ... 9.1517 eV

Atoms and positions in Å:
C (-5.70145, -1.05947, -0.90657)
O (-5.13457, -0.30803, 0.14554)
C (-3.81237, -0.06367, 0.14540)
C (-2.91432, -0.50450, -0.82594)
C (-1.57086, -0.18817, -0.72300)
C (-1.11311, 0.56002, 0.34726)
O (0.26189, 0.84447, 0.46729)
C (0.66422, 2.06141, -0.15250)
C (2.19085, 2.20013, 0.00399)
O (2.66365, 3.37875, -0.58025)
C (2.92556, 1.06914, -0.73975)
N (2.52448, -0.26972, -0.26143)
C (3.26198, -0.69777, 0.94834)
C (2.66463, -2.00499, 1.46541)
N (2.79657, -2.99497, 0.41929)
C (2.03079, -2.62066, -0.74796)
C (2.61685, -1.32037, -1.29740)
C (-1.99643, 1.00715, 1.32094)
C (-3.33240, 0.69516, 1.22046)
H (-6.76575, -1.11173, -0.68662)
H (-5.55576, -0.56786, -1.87265)
H (-5.28947, -2.07218, -0.94143)
H (-3.24847, -1.09060, -1.66631)
H (-0.88316, -0.52999, -1.48428)
H (0.39482, 2.06110, -1.21716)
H (0.16050, 2.91050, 0.32577)
H (2.43253, 2.16457, 1.07826)
H (2.31637, 4.15415, -0.12481)
H (2.68401, 1.17071, -1.80010)
H (4.00267, 1.20842, -0.62880)
H (1.51188, -0.15871, 0.02027)
H (3.19092, 0.07989, 1.70785)
H (4.30826, -0.85596, 0.67991)
H (3.22425, -2.33420, 2.34097)
H (1.61587, -1.82911, 1.76629)
H (2.55912, -3.92277, 0.74510)
H (2.12297, -3.40247, -1.50226)
H (0.95722, -2.47073, -0.52862)
H (2.07188, -1.00161, -2.18681)
H (3.66784, -1.47080, -1.55115)
H (-1.62811, 1.58767, 2.15231)
H (-4.03735, 1.02813, 1.96427)



Below is a molecular structure, C14H23N3O5Pb in a non-equilibrium geometry, with properties calculated with ωB97M-V/def2-TZVPD.

Summary:
Charge ... +2
HOMO-LUMO gap (spin up / spin down) ... 4.1196 / 3.8666 eV

Atoms and positions in Å:
C (-4.22396, 1.26966, -1.39443)
C (-4.00806, -0.20616, -1.59993)
H (-3.54298, 1.91904, -1.98461)
H (-4.17648, 1.72875, -0.38022)
C (-3.30161, -1.43272, -1.55147)
C (-1.99192, -1.94281, -1.40403)
H (-1.23109, -1.15821, -1.40575)
H (-1.88850, -2.17996, -0.30569)
C (-5.35061, -0.11638, -2.24220)
H (-5.79928, 0.86625, -2.35974)
H (-6.07127, -0.68663, -1.67881)
H (-5.28125, -0.51773, -3.23712)
C (-4.15300, -2.58325, -1.84990)
H (-4.30879, -2.58010, -2.92351)
H (-5.09499, -2.58135, -1.32525)
H (-3.61143, -3.45577, -1.61756)
Pb (2.48556, -0.41557, -0.42142)
O (1.17504, 1.06847, 0.73483)
C (0.16249, 0.78575, 1.46313)
O (2.48871, -0.95805, 1.87470)
C (1.37314, -1.01351, 2.44362)
O (1.23682, -1.71492, 3.50993)
N (0.13831, -0.45647, 2.07283)
C (-0.16875, -1.82277, 3.89522)
C (-0.93164, -1.11706, 2.80192)
H (-0.30638, -1.30483, 4.85853)
H (-0.40187, -2.89622, 3.99795)
H (-1.64333, -0.39901, 3.16965)
H (-1.46007, -1.85292, 2.18212)
C (-0.92877, 1.64230, 1.23699)
C (-0.77255, 2.35406, -0.04181)
H (-1.84472, 0.95634, 1.18453)
H (-0.88760, 1.48142, -0.80427)
H (-1.56001, 2.95893, -0.48996)
C (5.75821, 3.31401, 0.66671)
O (6.13354, 2.25941, -0.29624)
C (5.25125, 1.30434, -0.53008)
O (4.09712, 1.25020, -0.02941)
N (5.70085, 0.35599, -1.36222)
N (4.92119, -0.79780, -1.66399)
H (6.68076, 3.55060, 1.17572)
H (4.99741, 2.95974, 1.36687)
H (5.39825, 4.17084, 0.10101)
H (6.65973, 0.49129, -1.80206)
H (4.84015, -0.87020, -2.68237)
H (5.44240, -1.62699, -1.35223)



Below is a molecular structure, C14H23N5S2Sc in a non-equilibrium geometry, with properties calculated with ωB97M-V/def2-TZVPD.

Summary:
Charge ... +3
HOMO-LUMO gap ... 4.8248 eV

Atoms and positions in Å:
Sc (-0.33514, 0.04010, -0.02102)
C (1.33818, -0.55866, -2.20262)
C (1.64214, 0.84973, -1.66111)
N (0.36627, 1.57934, -1.35250)
C (0.60735, 2.83973, -0.58412)
C (0.73039, 2.57264, 0.90507)
C (1.06576, 3.53378, 1.83197)
C (1.15395, 3.15592, 3.17049)
C (0.93586, 1.83382, 3.55200)
C (0.59449, 0.91519, 2.58290)
C (0.35606, -0.56168, 2.85478)
N (-0.20860, -1.30604, 1.67335)
C (0.65892, -2.39955, 1.11170)
C (1.47977, -1.95546, -0.11465)
N (0.60640, -1.39449, -1.19753)
N (0.48278, 1.30452, 1.29619)
H (2.26876, -1.03877, -2.51048)
H (0.70382, -0.46216, -3.08703)
H (2.23537, 1.38518, -2.40386)
H (2.24513, 0.79321, -0.74415)
H (-0.06069, 1.83744, -2.24187)
H (-0.22598, 3.52748, -0.74474)
H (1.51545, 3.33766, -0.93463)
H (1.25609, 4.55340, 1.52444)
H (1.39851, 3.89960, 3.91808)
H (1.02299, 1.54311, 4.59036)
H (-0.31843, -0.64929, 3.70767)
H (1.30693, -1.01099, 3.15285)
H (-1.06069, -1.75452, 2.00501)
H (0.02474, -3.24396, 0.83510)
H (1.36405, -2.74874, 1.86698)
H (2.03992, -2.81843, -0.47771)
H (2.21284, -1.19314, 0.19097)
H (0.18638, -2.17665, -1.69985)
S (4.08541, 0.53546, 1.01686)
C (5.70520, 0.31331, 1.41223)
N (6.63168, -0.10954, 0.57807)
C (7.99182, -0.31503, 1.07184)
C (8.04211, 0.20652, 2.51190)
S (6.33116, 0.62029, 2.99731)
H (6.41343, -0.31081, -0.38520)
H (8.69578, 0.21329, 0.42963)
H (8.23272, -1.37816, 1.02633)
H (8.63587, 1.11112, 2.61436)
H (8.42027, -0.53580, 3.20923)



Below is a molecular structure, C14H24AlF6O9S2 in a non-equilibrium geometry, with properties calculated with ωB97M-V/def2-TZVPD.

Summary:
Energy relative to the best compared isomer or geometry (same formula, charge and spin) ... 0.0 kJ/mol
Charge ... +1
HOMO-LUMO gap ... 3.8537 eV

Atoms and positions in Å:
Al (0.56903, -0.29308, 1.98164)
C (-2.71525, -3.79599, 1.86473)
F (-2.08139, -3.93301, 3.01791)
F (-2.55368, -4.86784, 1.11253)
F (-4.01072, -3.63826, 2.10300)
S (-2.12427, -2.24749, 0.99716)
O (-2.84984, -2.12372, -0.23199)
O (-2.26818, -1.15519, 1.94597)
O (-0.65236, -2.42779, 0.80770)
C (0.64643, 4.31973, 0.76886)
F (1.43110, 4.82078, -0.15892)
F (0.26842, 5.28834, 1.59194)
F (-0.44830, 3.78624, 0.22649)
S (1.55632, 3.03869, 1.80089)
O (1.95432, 1.97123, 0.88948)
O (2.60981, 3.69584, 2.49329)
O (0.54562, 2.43520, 2.70174)
C (0.27008, 1.03325, -3.02530)
C (0.22677, -0.48359, -3.23472)
C (-0.08441, -0.94567, -1.81666)
O (0.50498, -0.00765, -0.91212)
C (0.85931, 1.18466, -1.61909)
H (-0.69568, 1.53564, -3.06356)
H (0.91942, 1.49336, -3.76960)
H (1.21487, -0.81431, -3.55439)
H (-0.54599, -0.79334, -3.93220)
H (0.30632, -1.94507, -1.62017)
H (-1.16286, -1.04603, -1.66012)
H (1.93586, 1.36202, -1.61977)
H (0.42233, 2.09349, -1.20266)
C (3.69240, -3.64299, -0.00063)
C (4.36275, -2.36207, -0.52471)
C (3.28428, -1.27156, -0.45809)
O (2.17379, -1.89483, 0.21744)
C (2.21055, -3.29383, -0.05150)
H (3.97839, -3.86090, 1.02840)
H (3.99469, -4.49836, -0.60078)
H (4.64189, -2.47938, -1.57180)
H (5.26181, -2.14785, 0.04786)
H (2.89860, -1.03798, -1.45512)
H (3.60289, -0.37015, 0.06024)
H (1.78311, -3.52101, -1.03727)
H (1.58750, -3.84770, 0.64648)
C (-3.40327, 2.86696, 1.25878)
C (-3.65150, 1.89615, 0.12298)
C (-2.27803, 1.29878, -0.12196)
O (-1.62309, 1.32495, 1.14158)
C (-2.31448, 2.16295, 2.07846)
H (-4.28436, 3.01251, 1.87918)
H (-3.00538, 3.81421, 0.89744)
H (-4.05137, 2.35725, -0.78162)
H (-4.41369, 1.15411, 0.37204)
H (-1.79670, 1.95988, -0.85951)
H (-2.26857, 0.29383, -0.54020)
H (-1.68638, 2.96228, 2.47060)
H (-2.74391, 1.58430, 2.89965)